DFT (ωB97M-V with the def2-TZVPD basis set) results for 13 unconnected molecules or ions with the total composition C52H104O13.

Properties
Electronic energy   -82218.6002 eV
Multiplicity   1
Max |F|   2.86 eV Å⁻¹
Energy relative to the best compared isomer or geometry (same formula, charge and spin)   351.4 kJ/mol

CARTESIAN COORDINATES (ANGSTROEM)
1 C -3.435 -6.962 -4.758
2 C -4.688 -6.701 -5.469
3 C -5.198 -5.370 -4.873
4 O -4.083 -4.797 -4.204
5 C -2.916 -5.576 -4.498
6 H -2.765 -7.606 -5.328
7 H -3.684 -7.475 -3.829
8 H -5.396 -7.468 -5.155
9 H -4.591 -6.696 -6.554
10 H -5.995 -5.629 -4.177
11 H -5.615 -4.686 -5.612
12 H -2.197 -5.577 -3.678
13 H -2.422 -5.118 -5.354
14 C 3.465 6.831 3.903
15 C 3.303 8.248 4.299
16 C 4.133 8.912 3.198
17 O 5.161 8.015 2.912
18 C 4.846 6.709 3.304
19 H 2.750 6.558 3.127
20 H 3.345 6.142 4.739
21 H 3.789 8.501 5.241
22 H 2.276 8.598 4.400
23 H 4.538 9.845 3.590
24 H 3.412 9.186 2.428
25 H 5.528 6.326 4.063
26 H 4.943 6.027 2.459
27 C -7.978 2.792 -1.565
28 C -8.045 1.303 -1.286
29 C -6.710 0.758 -1.773
30 O -5.957 1.961 -2.115
31 C -6.841 2.980 -2.530
32 H -7.862 3.391 -0.662
33 H -8.911 3.129 -2.016
34 H -8.891 0.769 -1.718
35 H -8.169 1.187 -0.209
36 H -6.868 0.036 -2.574
37 H -6.135 0.265 -0.990
38 H -7.118 2.986 -3.584
39 H -6.348 3.949 -2.450
40 C -2.052 -0.190 -9.080
41 C -2.013 0.058 -7.556
42 C -3.449 0.337 -7.258
43 O -4.177 -0.128 -8.388
44 C -3.366 -0.913 -9.191
45 H -1.165 -0.676 -9.485
46 H -2.111 0.753 -9.622
47 H -1.359 0.882 -7.269
48 H -1.682 -0.865 -7.080
49 H -3.662 1.386 -7.050
50 H -3.727 -0.220 -6.364
51 H -3.739 -0.913 -10.215
52 H -3.310 -1.946 -8.848
53 C -1.158 0.615 0.638
54 C 0.101 1.013 1.461
55 C 1.243 0.835 0.495
56 O 0.623 0.969 -0.788
57 C -0.628 0.331 -0.721
58 H -1.897 1.415 0.586
59 H -1.683 -0.223 1.097
60 H 0.275 0.419 2.358
61 H 0.027 2.062 1.747
62 H 1.580 -0.195 0.612
63 H 2.034 1.557 0.696
64 H -0.634 -0.738 -0.935
65 H -1.285 0.816 -1.443
66 C 3.114 1.274 10.629
67 C 1.824 0.807 9.967
68 C 1.530 1.876 8.900
69 O 2.878 2.231 8.473
70 C 3.764 2.156 9.544
71 H 3.743 0.461 10.992
72 H 2.913 1.931 11.476
73 H 1.005 0.715 10.681
74 H 1.970 -0.173 9.512
75 H 0.959 2.727 9.270
76 H 0.936 1.421 8.108
77 H 4.142 3.124 9.871
78 H 4.657 1.635 9.199
79 C -6.495 -5.386 3.420
80 C -5.459 -4.837 2.425
81 C -5.521 -5.869 1.276
82 O -6.067 -7.023 1.898
83 C -6.296 -6.858 3.304
84 H -7.476 -5.044 3.090
85 H -6.264 -5.040 4.427
86 H -4.498 -4.832 2.938
87 H -5.658 -3.805 2.137
88 H -4.549 -6.121 0.851
89 H -6.241 -5.573 0.513
90 H -5.477 -7.354 3.825
91 H -7.102 -7.488 3.679
92 C 8.224 1.161 1.588
93 C 8.939 -0.030 1.032
94 C 7.861 -1.060 0.969
95 O 6.818 -0.630 1.917
96 C 7.245 0.567 2.554
97 H 7.716 1.744 0.820
98 H 8.955 1.749 2.144
99 H 9.711 -0.491 1.649
100 H 9.473 0.249 0.124
101 H 8.226 -2.026 1.316
102 H 7.482 -1.135 -0.050
103 H 7.735 0.375 3.508
104 H 6.384 1.202 2.763
105 C -0.005 -7.491 2.790
106 C 0.444 -6.258 2.073
107 C 1.353 -5.595 3.128
108 O 0.552 -5.779 4.332
109 C -0.095 -7.036 4.253
110 H 0.760 -8.255 2.652
111 H -0.924 -7.862 2.337
112 H -0.363 -5.566 1.830
113 H 0.986 -6.414 1.140
114 H 1.523 -4.542 2.908
115 H 2.297 -6.135 3.207
116 H -1.134 -6.910 4.559
117 H 0.286 -7.837 4.887
118 C -6.139 1.636 4.906
119 C -6.504 0.732 6.111
120 C -5.072 0.452 6.600
121 O -4.407 1.695 6.438
122 C -4.964 2.421 5.312
123 H -7.038 2.227 4.732
124 H -5.895 1.007 4.050
125 H -7.083 -0.170 5.918
126 H -6.933 1.368 6.886
127 H -4.686 -0.356 5.978
128 H -5.000 0.099 7.629
129 H -4.244 2.444 4.495
130 H -5.232 3.400 5.708
131 C -0.293 7.682 -1.448
132 C -0.892 6.362 -1.834
133 C 0.273 5.893 -2.749
134 O 0.537 7.020 -3.536
135 C 0.430 8.176 -2.644
136 H 0.391 7.512 -0.617
137 H -1.027 8.387 -1.059
138 H -1.817 6.553 -2.378
139 H -1.190 5.709 -1.014
140 H -0.049 5.063 -3.377
141 H 1.149 5.569 -2.189
142 H -0.054 9.056 -3.067
143 H 1.422 8.522 -2.354
144 C 4.750 -4.865 -5.501
145 C 4.315 -3.384 -5.614
146 C 3.519 -3.082 -4.348
147 O 3.571 -4.296 -3.597
148 C 4.695 -5.082 -3.997
149 H 5.748 -5.136 -5.844
150 H 4.001 -5.522 -5.944
151 H 3.918 -3.129 -6.597
152 H 5.220 -2.777 -5.587
153 H 2.488 -2.902 -4.653
154 H 3.852 -2.162 -3.869
155 H 4.519 -6.111 -3.684
156 H 5.596 -4.757 -3.477
157 C 6.041 2.459 -4.004
158 C 7.436 2.821 -4.409
159 C 7.638 2.032 -5.701
160 O 6.340 1.963 -6.259
161 C 5.335 2.461 -5.396
162 H 5.494 3.038 -3.261
163 H 6.137 1.442 -3.624
164 H 8.193 2.662 -3.641
165 H 7.520 3.887 -4.619
166 H 7.924 1.017 -5.427
167 H 8.351 2.540 -6.350
168 H 4.457 1.817 -5.372
169 H 5.022 3.472 -5.659